[1]
{
  "formula": "C37H56BrClF4N2O11P2",
  "method": "wB97M-V/def2-TZVPD",
  "gap_ha": 0.2368,
  "homo_energy_ev": -8.28,
  "energy_ha": -6496.8085,
  "lumo_ev": -1.83,
  "smiles": "C[C@H](Br)CC1=C(C(F)(F)F)C(=O)c2c(C[C@@H](C)F)c(P(=N)(O)O)c(P(O)Cl)c(CCCCn3cccc3)c2C1=O.COCCOCCOC.COCCOCCOC",
  "species": ["C", "C", "Br", "C", "C", "C", "C", "F", "F", "F", "C", "O", "C", "C", "C", "C", "C", "F", "C", "P", "N", "O", "O", "C", "P", "O", "Cl", "C", "C", "C", "C", "C", "N", "C", "C", "C", "C", "C", "C", "O", "H", "H", "H", "H", "H", "H", "H", "H", "H", "H", "H", "H", "H", "H", "H", "H", "H", "H", "H", "H", "H", "H", "H", "H", "H", "H", "H", "H", "C", "O", "C", "C", "O", "C", "C", "O", "C", "H", "H", "H", "H", "H", "H", "H", "H", "H", "H", "H", "H", "H", "H", "C", "O", "C", "C", "O", "C", "C", "O", "C", "H", "H", "H", "H", "H", "H", "H", "H", "H", "H", "H", "H", "H", "H"],
  "positions_angstrom": [[-4.414, 5.025, -1.828], [-4.420, 5.732, -3.233], [-6.318, 6.337, -3.506], [-4.112, 4.785, -4.442], [-2.765, 4.000, -4.361], [-1.538, 4.591, -4.320], [-1.330, 6.125, -4.290], [-2.136, 6.833, -5.130], [-1.474, 6.519, -2.962], [-0.046, 6.506, -4.609], [-0.307, 3.608, -4.309], [0.647, 3.832, -5.000], [-0.498, 2.340, -3.418], [0.571, 1.777, -2.583], [1.938, 2.540, -2.608], [1.895, 3.784, -1.620], [3.315, 4.206, -1.105], [1.347, 4.936, -2.272], [0.337, 0.536, -1.785], [1.757, -0.074, -0.784], [1.468, -1.174, 0.278], [2.438, 1.235, 0.051], [2.884, -0.612, -1.890], [-0.991, -0.087, -1.890], [-1.441, -1.713, -0.998], [-1.362, -1.436, 0.678], [-0.040, -3.225, -1.545], [-2.106, 0.470, -2.696], [-3.508, -0.209, -2.769], [-4.541, 0.340, -1.709], [-3.958, 0.542, -0.253], [-4.226, 2.064, 0.162], [-3.378, 2.358, 1.344], [-3.090, 1.530, 2.407], [-2.186, 2.326, 3.241], [-2.021, 3.637, 2.566], [-2.819, 3.637, 1.344], [-1.834, 1.700, -3.453], [-2.904, 2.426, -4.340], [-3.746, 1.876, -4.997], [-5.324, 4.363, -1.757], [-4.559, 5.840, -1.064], [-3.472, 4.447, -1.661], [-3.839, 6.691, -3.241], [-4.088, 5.391, -5.390], [-4.968, 4.076, -4.551], [2.232, 2.892, -3.626], [2.793, 1.899, -2.252], [1.191, 3.551, -0.775], [3.248, 5.282, -0.792], [4.088, 4.145, -1.915], [3.604, 3.562, -0.231], [1.720, -0.850, 1.213], [1.726, 1.877, 0.234], [3.614, -1.046, -1.407], [-1.502, -2.321, 1.073], [-3.989, -0.093, -3.781], [-3.458, -1.322, -2.618], [-5.349, -0.445, -1.622], [-5.088, 1.270, -2.042], [-4.537, -0.061, 0.503], [-2.858, 0.397, -0.157], [-5.317, 2.252, 0.329], [-3.823, 2.674, -0.684], [-3.456, 0.501, 2.575], [-1.722, 1.988, 4.196], [-1.436, 4.525, 2.882], [-2.981, 4.418, 0.579], [-0.079, -2.180, 9.733], [-1.032, -2.106, 8.690], [-1.729, -0.869, 8.652], [-1.911, -0.378, 7.223], [-0.718, 0.072, 6.585], [0.257, -0.916, 6.258], [-0.158, -1.887, 5.160], [-1.151, -2.793, 5.621], [-2.146, -3.070, 4.658], [-0.578, -2.327, 10.695], [0.572, -3.032, 9.534], [0.542, -1.278, 9.766], [-1.207, -0.101, 9.234], [-2.715, -1.033, 9.101], [-2.563, 0.500, 7.261], [-2.429, -1.112, 6.610], [0.595, -1.441, 7.151], [1.120, -0.354, 5.889], [0.715, -2.482, 4.864], [-0.508, -1.320, 4.290], [-2.504, -2.151, 4.180], [-2.989, -3.534, 5.169], [-1.761, -3.763, 3.902], [3.007, -3.890, -2.083], [4.168, -4.338, -2.763], [5.322, -3.567, -2.471], [6.550, -4.448, -2.296], [6.561, -5.236, -1.109], [5.624, -6.309, -1.027], [5.887, -7.463, -1.985], [5.589, -7.096, -3.325], [6.509, -7.614, -4.266], [2.627, -2.978, -2.546], [2.251, -4.671, -2.156], [3.213, -3.714, -1.021], [5.179, -2.965, -1.564], [5.487, -2.888, -3.317], [7.417, -3.785, -2.207], [6.731, -5.062, -3.175], [4.602, -5.942, -1.112], [5.726, -6.698, -0.009], [5.229, -8.300, -1.721], [6.928, -7.788, -1.882], [7.542, -7.465, -3.936], [6.372, -7.073, -5.202], [6.318, -8.679, -4.438]]
}

***

[2]
{
  "formula": "C37H57As3Cl3Ge3N2STi",
  "method": "wB97M-V/def2-TZVPD",
  "gap_ha": [0.2514, 0.2514],
  "homo_energy_ev": [-10.24, -10.24],
  "energy_ha": -17119.7809,
  "lumo_ev": [-3.40, -3.40],
  "charge": 1,
  "de_lowest_kj_mol": 21.6,
  "species": ["Ti", "C", "As", "C", "C", "C", "C", "C", "As", "C", "C", "C", "As", "C", "C", "H", "H", "H", "H", "H", "H", "H", "H", "H", "H", "H", "H", "H", "H", "H", "H", "H", "H", "H", "H", "H", "H", "H", "H", "H", "H", "H", "C", "C", "C", "C", "C", "C", "Ge", "C", "C", "C", "C", "C", "C", "C", "C", "C", "C", "C", "C", "H", "H", "H", "H", "H", "H", "H", "H", "H", "H", "H", "H", "H", "H", "H", "C", "Ge", "C", "C", "C", "H", "H", "H", "H", "H", "H", "H", "H", "H", "H", "H", "Cl", "Ge", "Cl", "Cl", "S", "C", "N", "C", "C", "C", "N", "H", "H", "H", "H"],
  "positions_angstrom": [[-1.006, 0.352, -1.047], [1.973, -4.749, 1.667], [0.948, -3.122, 1.286], [2.263, -1.863, 2.011], [-0.234, -3.129, 2.865], [-1.616, -3.761, 2.680], [-1.520, -5.134, 2.012], [-2.576, -2.856, 1.877], [-2.289, -2.205, 0.030], [-2.120, -3.788, -1.094], [-4.183, -1.840, -0.293], [-2.309, -3.914, 4.053], [-1.564, -4.789, 5.680], [-0.254, -6.109, 5.049], [-0.282, -3.413, 6.267], [1.375, -5.635, 1.464], [2.297, -4.761, 2.709], [2.853, -4.771, 1.024], [2.490, -2.108, 3.050], [1.877, -0.846, 1.951], [3.179, -1.924, 1.424], [-0.342, -2.089, 3.186], [0.308, -3.653, 3.650], [-1.077, -5.068, 1.017], [-2.513, -5.576, 1.904], [-0.913, -5.818, 2.601], [-2.739, -1.928, 2.433], [-3.544, -3.361, 1.826], [-2.773, -4.584, -0.740], [-1.088, -4.131, -1.111], [-2.414, -3.503, -2.104], [-4.788, -2.702, -0.014], [-4.336, -1.632, -1.351], [-4.496, -0.974, 0.290], [-3.266, -4.420, 3.896], [-2.565, -2.920, 4.438], [-0.763, -6.956, 4.593], [0.266, -6.471, 5.937], [0.483, -5.707, 4.355], [-0.772, -2.439, 6.253], [0.620, -3.371, 5.659], [0.000, -3.633, 7.296], [-0.062, 3.146, -6.499], [0.000, 1.873, -5.952], [0.079, 1.714, -4.576], [0.094, 2.811, -3.720], [0.036, 4.086, -4.287], [-0.038, 4.253, -5.664], [0.165, 2.652, -1.760], [2.045, 2.744, -1.180], [3.027, 3.250, -2.028], [4.344, 3.377, -1.601], [4.698, 3.005, -0.313], [3.731, 2.506, 0.549], [2.418, 2.380, 0.115], [-0.530, 4.399, -1.140], [0.327, 5.301, -0.508], [-0.111, 6.567, -0.128], [-1.424, 6.949, -0.364], [-2.290, 6.061, -0.993], [-1.842, 4.805, -1.383], [-0.128, 3.275, -7.572], [-0.018, 1.002, -6.597], [0.123, 0.710, -4.174], [0.038, 4.964, -3.652], [-0.082, 5.250, -6.083], [2.765, 3.549, -3.038], [5.094, 3.769, -2.277], [5.724, 3.102, 0.018], [4.002, 2.214, 1.557], [1.673, 1.981, 0.799], [1.359, 5.028, -0.319], [0.580, 7.257, 0.341], [-1.767, 7.935, -0.077], [-3.312, 6.356, -1.198], [-2.527, 4.143, -1.895], [3.330, -2.081, -1.739], [1.942, -1.134, -2.742], [0.876, -2.450, -3.727], [2.831, 0.145, -3.920], [0.845, -0.253, -1.319], [4.017, -2.558, -2.440], [2.898, -2.855, -1.104], [3.901, -1.388, -1.120], [1.229, -3.452, -3.483], [0.992, -2.301, -4.801], [-0.185, -2.397, -3.492], [3.892, -0.104, -3.953], [2.728, 1.168, -3.566], [2.428, 0.090, -4.930], [1.581, 0.214, -0.661], [0.422, -1.137, -0.751], [-3.154, 1.681, -0.791], [-4.208, 0.895, -2.794], [-2.093, -0.538, -2.970], [-3.509, 2.477, -4.106], [-0.793, 0.379, 1.514], [-0.954, 1.972, 2.099], [-0.687, 2.194, 3.419], [-0.829, 3.409, 3.991], [-1.252, 4.454, 3.229], [-1.501, 4.181, 1.874], [-1.353, 2.985, 1.338], [-0.372, 1.406, 3.971], [-0.592, 3.477, 5.043], [-1.380, 5.440, 3.646], [-1.829, 4.964, 1.199]]
}

***

[3]
{
  "formula": "C37H57As3GeN11S4Ti",
  "method": "wB97M-V/def2-TZVPD",
  "spin_multiplicity": 2,
  "gap_ha": [0.2397, 0.2426],
  "homo_energy_ev": [-6.97, -7.28],
  "energy_ha": -13272.7229,
  "lumo_ev": [-0.45, -0.68],
  "species": ["Ti", "C", "As", "C", "C", "C", "C", "C", "As", "C", "C", "C", "As", "C", "C", "H", "H", "H", "H", "H", "H", "H", "H", "H", "H", "H", "H", "H", "H", "H", "H", "H", "H", "H", "H", "H", "H", "H", "H", "H", "H", "H", "S", "C", "N", "N", "C", "C", "C", "C", "C", "C", "N", "N", "C", "C", "C", "C", "C", "C", "H", "H", "H", "H", "H", "H", "H", "H", "H", "H", "H", "C", "Ge", "C", "C", "C", "H", "H", "H", "H", "H", "H", "H", "H", "H", "H", "H", "S", "C", "S", "C", "N", "N", "C", "C", "C", "C", "C", "C", "S", "H", "H", "H", "H", "H", "N", "N", "N", "C", "N", "N", "H", "H", "H"],
  "positions_angstrom": [[0.042, -0.784, 0.187], [-0.655, 2.402, -2.809], [-1.236, 0.628, -2.245], [-0.658, -0.294, -3.879], [-3.120, 0.929, -2.762], [-4.179, -0.176, -2.704], [-5.544, 0.497, -2.905], [-4.232, -0.882, -1.344], [-2.755, -2.000, -0.685], [-3.825, -2.776, 0.751], [-2.831, -3.588, -1.814], [-3.956, -1.211, -3.814], [-4.081, -0.574, -5.679], [-5.962, -1.015, -6.015], [-3.348, -2.220, -6.446], [-1.234, 2.688, -3.688], [0.401, 2.352, -3.059], [-0.796, 3.140, -2.023], [-1.224, 0.100, -4.724], [-0.801, -1.372, -3.813], [0.402, -0.083, -4.015], [-3.049, 1.286, -3.796], [-3.447, 1.784, -2.162], [-5.760, 1.180, -2.082], [-6.344, -0.246, -2.952], [-5.562, 1.078, -3.830], [-5.116, -1.528, -1.317], [-4.362, -0.133, -0.554], [-4.811, -3.017, 0.352], [-3.912, -2.091, 1.590], [-3.335, -3.682, 1.102], [-3.872, -3.806, -2.057], [-2.416, -4.406, -1.227], [-2.252, -3.485, -2.729], [-4.663, -2.040, -3.702], [-2.955, -1.634, -3.727], [-6.616, -0.240, -5.621], [-6.222, -1.973, -5.563], [-6.113, -1.079, -7.092], [-2.277, -2.270, -6.253], [-3.506, -2.219, -7.524], [-3.834, -3.096, -6.015], [-0.904, -2.244, 1.781], [0.517, -2.404, 2.782], [0.391, -3.107, 3.939], [1.399, -3.000, 4.811], [2.097, -1.849, 5.243], [3.203, -2.057, 6.058], [3.901, -0.979, 6.580], [3.498, 0.318, 6.299], [2.383, 0.518, 5.494], [1.683, -0.552, 4.964], [1.661, -1.922, 2.384], [1.657, -1.375, 1.139], [3.031, -0.992, 0.878], [3.564, 0.120, 1.501], [4.896, 0.451, 1.292], [5.689, -0.330, 0.464], [5.152, -1.465, -0.135], [3.826, -1.804, 0.085], [1.414, -3.768, 5.465], [3.522, -3.069, 6.276], [4.767, -1.159, 7.203], [4.038, 1.160, 6.707], [2.047, 1.523, 5.276], [0.807, -0.374, 4.355], [2.937, 0.726, 2.142], [5.308, 1.332, 1.767], [6.723, -0.064, 0.293], [5.768, -2.088, -0.770], [3.405, -2.700, -0.355], [-3.081, 0.528, 2.685], [-1.781, 1.775, 1.925], [-1.332, 3.062, 3.321], [-2.686, 2.749, 0.484], [-0.104, 0.960, 1.313], [-3.693, 1.047, 3.423], [-2.592, -0.320, 3.164], [-3.742, 0.141, 1.907], [-2.226, 3.611, 3.617], [-0.587, 3.776, 2.969], [-0.935, 2.554, 4.200], [-3.002, 3.732, 0.833], [-3.571, 2.209, 0.146], [-2.024, 2.894, -0.368], [0.478, 0.791, 2.227], [0.415, 1.735, 0.731], [5.957, 4.336, -1.755], [4.707, 3.350, -1.279], [4.095, 2.123, -2.345], [2.889, 1.688, -1.188], [2.927, 2.387, -0.108], [3.965, 3.297, -0.145], [4.071, 4.093, 1.037], [2.994, 4.100, 1.920], [3.057, 4.858, 3.075], [4.185, 5.614, 3.368], [5.257, 5.584, 2.493], [5.213, 4.825, 1.331], [1.763, 0.426, -1.529], [2.117, 3.512, 1.696], [2.213, 4.856, 3.752], [4.225, 6.215, 4.265], [6.151, 6.155, 2.707], [6.060, 4.805, 0.666], [0.787, -5.755, -1.477], [0.954, -4.391, -1.663], [1.809, -3.898, -2.530], [1.568, -2.599, -2.406], [0.606, -2.351, -1.509], [0.219, -3.536, -1.047], [1.659, -6.199, -1.746], [0.555, -5.901, -0.499], [2.091, -1.828, -2.942]]
}

***

[4]
{
  "formula": "C37H57Br36N4O2S2",
  "method": "wB97M-V/def2-TZVPD",
  "gap_ha": 0.2070,
  "homo_energy_ev": -10.18,
  "energy_ha": -95273.6473,
  "lumo_ev": -4.54,
  "charge": 1,
  "de_lowest_kj_mol": 0.0,
  "species": ["C", "C", "C", "C", "N", "C", "C", "C", "C", "C", "C", "C", "C", "O", "N", "C", "C", "C", "N", "N", "C", "C", "C", "C", "C", "O", "C", "C", "S", "S", "C", "C", "C", "H", "H", "H", "H", "H", "H", "H", "H", "H", "H", "H", "H", "H", "H", "H", "H", "H", "H", "H", "H", "H", "H", "H", "H", "H", "H", "H", "H", "H", "H", "H", "H", "H", "H", "H", "H", "H", "H", "H", "H", "H", "H", "H", "H", "H", "C", "Br", "Br", "Br", "H", "C", "Br", "Br", "Br", "H", "C", "Br", "Br", "Br", "H", "C", "Br", "Br", "Br", "H", "C", "Br", "Br", "Br", "H", "C", "Br", "Br", "Br", "H", "C", "Br", "Br", "Br", "H", "C", "Br", "Br", "Br", "H", "C", "Br", "Br", "Br", "H", "C", "Br", "Br", "Br", "H", "C", "Br", "Br", "Br", "H", "C", "Br", "Br", "Br", "H"],
  "positions_angstrom": [[6.215, 0.287, 4.757], [6.930, -0.219, 3.415], [6.039, 0.070, 2.092], [4.737, -0.878, 2.043], [3.861, -0.477, 0.908], [2.574, -1.273, 0.897], [1.528, -0.395, 1.748], [0.013, -0.881, 1.626], [-0.547, -0.886, 0.121], [-1.629, 0.247, -0.133], [-2.993, 0.326, 0.667], [-3.375, -0.692, 1.817], [-4.497, -0.104, 2.828], [-4.126, 0.178, 4.001], [-5.891, 0.057, 2.414], [-6.753, -1.096, 2.827], [-6.460, 1.380, 2.833], [-3.853, 1.502, 0.160], [-3.603, 2.494, -0.834], [-2.429, 2.418, -1.472], [-1.521, 1.376, -1.173], [-0.143, 1.376, -2.040], [1.041, 1.986, -1.089], [1.072, 3.602, -1.136], [2.300, 4.044, -0.158], [1.817, 4.960, 0.865], [2.943, 5.507, 1.608], [4.541, -0.549, -0.400], [4.909, 0.909, -1.144], [4.878, -2.225, -1.101], [3.466, -2.726, -2.244], [3.188, -1.588, -3.328], [1.814, -1.806, -4.149], [5.657, -0.561, 5.276], [6.981, 0.683, 5.519], [5.473, 1.131, 4.555], [7.906, 0.383, 3.307], [7.261, -1.315, 3.481], [5.763, 1.184, 1.999], [6.737, -0.174, 1.207], [5.123, -1.952, 1.978], [4.210, -0.722, 3.056], [2.729, -2.290, 1.424], [2.266, -1.389, -0.197], [1.843, -0.460, 2.841], [1.688, 0.688, 1.426], [-0.139, -1.914, 2.112], [-0.619, -0.111, 2.207], [-1.013, -1.922, -0.079], [0.299, -0.799, -0.657], [-2.495, -0.974, 2.497], [-3.791, -1.661, 1.380], [-6.374, -1.455, 3.845], [-7.834, -0.716, 2.924], [-6.778, -1.929, 2.046], [-5.619, 2.066, 3.220], [-6.834, 1.893, 1.868], [-7.323, 1.290, 3.578], [-4.882, 1.590, 0.666], [-2.206, 3.132, -2.189], [0.111, 0.336, -2.419], [-0.245, 2.087, -2.939], [0.749, 1.732, -0.003], [2.042, 1.519, -1.363], [0.132, 4.032, -0.647], [1.268, 3.994, -2.184], [2.702, 3.125, 0.411], [3.152, 4.506, -0.766], [3.441, 4.680, 2.221], [2.538, 6.323, 2.284], [3.735, 5.910, 0.885], [3.778, -3.733, -2.705], [2.552, -2.964, -1.592], [4.036, -1.579, -4.098], [3.079, -0.586, -2.787], [1.813, -1.047, -4.999], [1.714, -2.856, -4.590], [0.899, -1.593, -3.481], [1.469, 1.780, 5.583], [1.922, -0.097, 5.783], [2.836, 2.747, 4.608], [-0.291, 2.028, 4.799], [1.432, 2.203, 6.585], [-0.105, -3.983, -7.509], [-0.295, -5.828, -6.945], [-1.158, -2.782, -6.407], [1.757, -3.442, -7.595], [-0.502, -3.917, -8.522], [-3.978, -7.053, -9.175], [-2.350, -7.544, -10.107], [-3.705, -5.530, -8.005], [-5.452, -6.764, -10.401], [-4.250, -7.896, -8.542], [-9.749, 0.103, 5.317], [-10.176, -0.121, 3.437], [-9.609, 1.975, 5.805], [-10.996, -0.847, 6.457], [-8.768, -0.342, 5.477], [3.157, -6.970, -1.290], [4.828, -7.119, -2.261], [3.277, -5.687, 0.159], [1.669, -6.581, -2.472], [2.962, -7.942, -0.840], [2.647, 5.656, -5.088], [4.580, 5.541, -5.006], [1.818, 3.904, -5.007], [1.938, 6.852, -3.737], [2.394, 6.084, -6.056], [-2.503, -0.373, 7.631], [-1.261, 0.335, 8.940], [-1.599, -0.994, 6.034], [-3.647, -1.744, 8.385], [-3.150, 0.449, 7.327], [-2.550, 5.023, 2.003], [-2.058, 4.423, 3.785], [-1.111, 5.951, 1.108], [-3.250, 3.541, 0.939], [-3.361, 5.741, 2.125], [8.614, 5.638, -5.003], [8.171, 7.488, -5.386], [10.468, 5.243, -5.408], [8.152, 5.147, -3.184], [8.006, 5.022, -5.663], [-2.006, -7.503, -0.542], [-2.153, -5.886, -1.603], [-1.506, -9.031, -1.625], [-0.811, -7.267, 0.967], [-2.995, -7.709, -0.137], [-0.680, -0.519, -10.112], [1.255, -0.527, -10.004], [-1.412, -2.316, -10.076], [-1.474, 0.610, -8.750], [-0.944, -0.089, -11.076], [-7.142, 1.392, 8.504], [-5.907, 2.094, 9.823], [-6.220, 0.769, 6.916], [-8.294, 0.022, 9.249], [-7.784, 2.215, 8.197]]
}